i.
Here is the ion C3H9N4 with charge +1 from the Open Molecules 2025 dataset. Energies are from wB97M-V/def2-TZVPD.

Element x y z (Å)
1 C 1.1028 -1.9627 0.0553
2 C 1.5267 -0.7272 -0.0413
3 C 0.7503 0.5845 -0.0289
4 N 1.4606 1.6886 0.1582
5 N -0.5086 0.7277 -0.4810
6 N -1.3683 -0.3728 -0.5081
7 N -2.3434 0.1624 0.4408
8 H 0.1306 -2.2164 0.0816
9 H 1.8457 -2.8454 -0.0673
10 H 2.5820 -0.5036 -0.1712
11 H 2.3483 1.6549 0.5986
12 H 1.0306 2.5734 -0.0421
13 H -1.0378 1.5747 -0.2352
14 H -1.8603 -0.2133 -1.3724
15 H -2.2772 -0.2463 1.4374
16 H -3.3821 0.1215 0.1753

## Properties
- SMILES string: C=CC(=[NH2+])NNN
- Total charge: +1
- Orbital gap: 9.5 eV


ii.
Here is the ion C3H9N4 with charge +1 from the Open Molecules 2025 dataset. Energies are from wB97M-V/def2-TZVPD.

Element x y z (Å)
1 H -1.2451 2.3643 -0.6124
2 N -0.6761 2.0142 0.1550
3 N -1.1135 0.9585 0.6371
4 C -0.6206 -0.0606 1.1485
5 N -1.1455 -0.7611 2.1092
6 C 0.6254 -0.6824 0.3156
7 N 1.0981 0.2735 -0.6042
8 C 0.6811 -0.0576 -1.8935
9 H -0.8850 -1.7471 2.0561
10 H -1.8154 -0.2675 2.7020
11 H 1.3206 -0.7551 1.1133
12 H 0.3142 -1.6482 -0.0465
13 H 1.9734 0.7013 -0.3601
14 H 0.9012 0.6683 -2.5630
15 H 1.0203 -0.9503 -2.2709
16 H -0.4331 -0.0501 -1.8863

## Properties
- SMILES string: [H]/N=N/C(=[NH2+])CNC
- Total charge: +1
- Orbital gap (spin up / spin down): 8.4 / 8.4 eV


Relative energies with respect to the most stable structure, expressed in eV: i 0.000; ii 0.482.


i.
Here is a cluster of 2 separate species, C7H14 in total from the Open Molecules 2025 dataset. Energies are from wB97M-V/def2-TZVPD.

Element x y z (Å)
1 C 2.0010 -0.8115 0.7587
2 C 0.7928 -0.7595 -0.1011
3 C 0.0300 0.4261 -0.1215
4 C 0.4421 1.6861 0.3746
5 C -1.1237 0.4614 -1.2168
6 C -1.5925 0.2071 0.1141
7 C -2.0991 -1.1255 0.5967
8 H 2.4487 -1.8087 0.7965
9 H 2.7801 -0.1005 0.4349
10 H 1.7412 -0.4961 1.7885
11 H 2.0322 0.5801 -1.7769
12 H 0.4470 -1.6441 -0.6245
13 H 1.4054 1.8123 0.8540
14 H -0.2606 2.5110 0.4303
15 H 1.9800 1.3023 -1.5609
16 H -1.2473 1.4416 -1.6617
17 H -1.0662 -0.3686 -1.9146
18 H -1.9817 1.0584 0.6627
19 H -1.7877 -1.3124 1.6279
20 H -1.7457 -1.9482 -0.0281
21 H -3.1958 -1.1115 0.5672

## Properties
- Orbital gap (spin up / spin down): 7.2 / 7.6 eV


ii.
Here is a structure of composition C7H14 from the Open Molecules 2025 dataset. Energies are from wB97M-V/def2-TZVPD.

Element x y z (Å)
1 C 1.4827 0.7265 -1.2806
2 C 0.9609 1.5052 -0.2959
3 C -0.0045 2.6256 -0.5769
4 C -0.7398 0.1931 0.9110
5 C -0.7134 -1.1003 0.5246
6 C -0.8121 -2.4682 1.0736
7 C -1.5738 -2.0654 -0.1901
8 H 1.0174 -0.8106 -0.9287
9 H 1.0484 0.7422 -2.2802
10 H 2.4919 0.3294 -1.2116
11 H 1.5307 1.5903 0.6277
12 H 0.5756 3.5292 -0.8039
13 H -0.6338 2.4121 -1.4491
14 H -0.6534 2.8649 0.2724
15 H -0.3287 0.4952 1.8706
16 H -1.4111 0.8887 0.4218
17 H 0.5447 -1.2174 -0.4055
18 H -0.0058 -3.1916 0.9714
19 H -1.3927 -2.5678 1.9890
20 H -2.6489 -1.9229 -0.1220
21 H -1.2350 -2.5015 -1.1302

## Properties
- Orbital gap: 9.9 eV


Relative energies with respect to the most stable structure, expressed in eV: i 0.000; ii 0.405.


i.
Here is an isolated molecule of C7H14 from the Open Molecules 2025 dataset. Energies are from wB97M-V/def2-TZVPD.

Element x y z (Å)
1 C -1.3383 1.6056 0.8961
2 C -0.3631 1.2937 -0.2531
3 C -0.5243 -0.0371 -0.8843
4 C -1.5391 -1.0700 -0.4830
5 C 0.7766 -0.0111 -0.1625
6 C 1.0597 -0.4380 1.2469
7 C 1.9254 -0.4492 -1.0947
8 H -2.2786 1.9582 0.4377
9 H -1.0529 2.3785 1.6175
10 H -1.6454 0.7181 1.4768
11 H 0.6403 1.6839 -0.4834
12 H -0.4062 0.0161 -1.9641
13 H -1.2407 -2.0034 -0.9751
14 H -2.5434 -0.8048 -0.8197
15 H -1.5581 -1.2602 0.5945
16 H 2.0831 -0.1410 1.5308
17 H 1.0045 -1.5241 1.3383
18 H 0.3897 0.0290 1.9717
19 H 1.8030 -0.1895 -2.1521
20 H 2.9456 -0.1992 -0.7815
21 H 1.8624 -1.5555 -1.0569

## Properties
- SMILES string: C[C@@H]1[C@H](C)C1(C)C
- Orbital gap: 8.5 eV


ii.
Here is a cluster of 2 separate species, C7H14 in total from the Open Molecules 2025 dataset. Energies are from wB97M-V/def2-TZVPD.

Element x y z (Å)
1 C 0.6692 -1.5116 0.9211
2 C -0.2419 -1.1294 0.0200
3 C -1.2841 -0.0983 0.2060
4 C -1.1302 0.9605 -0.8578
5 C -2.6591 -0.7946 0.1594
6 H 0.2465 -2.5173 0.9295
7 H 0.8047 -0.9057 1.8169
8 H -0.3253 -1.7579 -0.8739
9 H -1.1526 0.3194 1.2130
10 H -1.2016 0.4925 -1.8470
11 H -1.9011 1.7243 -0.7606
12 H -0.1397 1.4163 -0.7646
13 H -3.4570 -0.0553 0.2889
14 H -2.8146 -1.2924 -0.8063
15 H -2.7764 -1.5542 0.9436
16 C 3.1606 0.5170 -0.0056
17 C 2.6293 1.7200 -0.1915
18 H 3.6737 0.2532 0.9163
19 H 3.0997 -0.2626 -0.7603
20 H 2.1194 1.9809 -1.1165
21 H 2.6806 2.4950 0.5695

## Properties
- SMILES string: C=CC(C)C.C=C
- Orbital gap: 9.8 eV


iii.
Here is an isolated molecule of C7H14 from the Open Molecules 2025 dataset. Energies are from wB97M-V/def2-TZVPD.

Element x y z (Å)
1 C 2.0266 -0.7126 -0.1099
2 C 0.7897 -1.2032 -0.8639
3 C -0.1421 0.8094 1.1419
4 C 0.3952 2.1142 0.6871
5 C -0.3624 -0.2064 -1.0802
6 C -1.1440 0.2685 0.1856
7 C -2.0225 -0.8346 0.7770
8 H 2.7790 -1.5076 -0.0964
9 H 2.4856 0.1695 -0.5748
10 H 1.7867 -0.4614 0.9305
11 H 1.1055 -1.5485 -1.8571
12 H 0.3967 -2.0877 -0.3492
13 H 1.4670 2.2207 0.8878
14 H -0.0958 2.8067 1.3902
15 H 0.1650 2.4462 -0.3390
16 H 0.0015 0.6725 -1.6250
17 H -1.1035 -0.6878 -1.7256
18 H -1.7917 1.0872 -0.1822
19 H -2.5288 -0.4837 1.6817
20 H -1.4187 -1.7019 1.0583
21 H -2.7888 -1.1595 0.0631

## Properties
- Orbital gap: 8.4 eV


iv.
Here is a cluster of 3 separate species, C7H14 in total from the Open Molecules 2025 dataset. Energies are from wB97M-V/def2-TZVPD.

Element x y z (Å)
1 C -1.6623 1.4414 -0.0114
2 C -1.8763 -0.0221 0.1993
3 C -2.5681 -0.7805 -0.6489
4 C 0.6491 -1.0383 1.4238
5 C 1.5813 -0.1606 1.0937
6 C 2.4376 -0.4220 -0.0976
7 C 1.7655 0.4695 -1.1020
8 H -1.8569 1.7223 -1.0526
9 H -2.3499 1.9727 0.6504
10 H -0.6344 1.7550 0.2146
11 H -1.5119 -0.4422 1.1316
12 H -3.1999 -0.2944 -1.3881
13 H -0.1399 -0.3887 -1.4840
14 H -2.6776 -1.8536 -0.5278
15 H 0.1662 -1.0125 2.3859
16 H 0.4646 -1.8681 0.7419
17 H 1.7162 0.7920 1.6071
18 H 3.5011 -0.2446 0.1860
19 H 2.3736 -1.4706 -0.3936
20 H 1.9056 0.3215 -2.1468
21 H 1.9165 1.5238 -0.7816

## Properties
- Orbital gap (spin up / spin down): 8.7 / 8.8 eV


Relative energies with respect to the most stable structure, expressed in eV: i 0.000; ii 0.264; iii 0.377; iv 3.259.


i.
Here is a cluster of 2 separate species, C6H13NO3 in total from the Open Molecules 2025 dataset. Energies are from wB97M-V/def2-TZVPD.

Element x y z (Å)
1 C -2.0221 -1.3175 0.2429
2 C -0.5717 -1.0491 0.5337
3 O 0.2526 -1.9375 0.7063
4 N -0.2103 0.2312 1.0691
5 C -1.2088 1.2330 1.3956
6 O 0.7719 0.1668 2.0805
7 H -2.0821 -2.2607 -0.2943
8 H -2.5004 -0.5406 -0.3462
9 H -2.5648 -1.4193 1.1832
10 H -1.7835 1.5102 0.5146
11 H -0.6985 2.0900 1.8259
12 H -1.9124 0.8481 2.1347
13 H 1.1743 -0.7115 1.8987
14 C 0.1094 0.6470 -1.7853
15 C 1.4651 0.8059 -0.7114
16 C 2.3850 -0.3738 -0.9113
17 O 1.9139 1.9265 -0.6231
18 H -0.2059 -0.3358 -2.1257
19 H 0.4866 1.2553 -2.6056
20 H -0.6318 1.2923 -1.3150
21 H 1.9234 -1.2902 -0.5512
22 H 2.6001 -0.5108 -1.9693
23 H 3.3099 -0.2593 -0.3468

## Properties
- SMILES string: CC(=O)N(C)O.CC(C)=O
- Orbital gap: 9.6 eV


ii.
Here is a cluster of 2 separate species, C6H13NO3 in total from the Open Molecules 2025 dataset. Energies are from wB97M-V/def2-TZVPD.

Element x y z (Å)
1 C 0.8832 -1.9687 -0.4021
2 C 1.1412 -0.5525 -0.9027
3 C 2.6346 -0.2412 -1.0575
4 C 0.5909 0.4761 0.0591
5 C 0.6245 1.8790 -0.4993
6 C -0.9012 0.2063 0.5169
7 O -1.3844 1.0265 1.4849
8 O -5.8683 -0.7667 2.7860
9 N -5.1203 0.0993 2.3702
10 O -5.2884 1.2505 2.0025
11 H 1.2309 -2.1622 0.6162
12 H -0.1830 -2.2243 -0.4377
13 H 1.4186 -2.6300 -1.0956
14 H 0.6170 -0.4525 -1.8698
15 H 3.1432 -0.2260 -0.0807
16 H 3.0927 -0.9983 -1.7106
17 H 2.7625 0.7584 -1.4987
18 H 1.2475 0.4247 0.9603
19 H -0.0437 2.0150 -1.3622
20 H 0.2895 2.5425 0.3190
21 H 1.6550 2.1447 -0.7878
22 H -1.4611 0.1478 -0.4778
23 H -1.0809 -0.7482 1.0673

## Properties
- Orbital gap (spin up / spin down): 8.3 / 8.5 eV


iii.
Here is a cluster of 2 separate species, C6H13NO3 in total from the Open Molecules 2025 dataset. Energies are from wB97M-V/def2-TZVPD.

Element x y z (Å)
1 C 0.4639 2.7898 0.6643
2 C -0.9033 3.1379 0.0946
3 C -0.8150 4.1148 -1.0706
4 C -2.1784 4.3243 -1.7026
5 O -2.0467 5.2680 -2.7470
6 C -2.7189 2.9926 -2.2189
7 C -2.6047 1.8458 -1.2377
8 O -3.3403 0.8650 -1.3047
9 N -1.5982 1.9133 -0.3222
10 H 1.1559 2.4862 -0.1340
11 H 0.8849 3.6653 1.1757
12 H 0.3892 1.9719 1.3943
13 H -1.5007 3.6090 0.8937
14 H -0.4221 5.0708 -0.7001
15 H -0.1143 3.7353 -1.8320
16 H -2.8661 4.7180 -0.9331
17 H -2.9118 5.4562 -3.1219
18 H -3.7704 3.0702 -2.5231
19 H -2.1394 2.7001 -3.1101
20 H -1.6180 1.1620 0.3608
21 O -1.7679 -0.8046 -3.2693
22 H -1.0782 -0.4495 -2.6802
23 H -2.3437 -1.3162 -2.6933

## Properties
- SMILES string: C[C@H]1C[C@@H](O)CC(=O)N1.O
- Orbital gap: 10.3 eV


iv.
Here is a cluster of 2 separate species, C6H13NO3 in total from the Open Molecules 2025 dataset. Energies are from wB97M-V/def2-TZVPD.

Element x y z (Å)
1 C -3.8978 0.3967 3.6305
2 C -3.0084 -0.8288 3.8622
3 C -3.8364 -2.0861 4.1140
4 C -2.0264 -0.9690 2.7087
5 C -0.7738 -1.7658 3.0462
6 N 0.2676 -1.6075 2.1687
7 O -0.6660 -2.3814 4.0993
8 C -2.4130 -0.9164 1.2891
9 O -1.7854 0.1899 1.9207
10 H -4.5372 0.5745 4.5057
11 H -3.3042 1.3060 3.4572
12 H -4.5518 0.2405 2.7606
13 H -2.3914 -0.6383 4.7528
14 H -3.2308 -2.8898 4.5562
15 H -4.6518 -1.8550 4.8125
16 H -4.2897 -2.4605 3.1852
17 H 0.4420 -0.6863 1.7846
18 H 1.0905 -2.1784 2.3180
19 H -1.8060 -1.4333 0.5419
20 H -3.4614 -0.7730 1.0215
21 O -1.2296 -4.2901 1.5808
22 H -0.5654 -3.7046 1.0989
23 H -2.0101 -4.2957 1.0192

## Properties
- SMILES string: CC(C)[C@@]1(C(N)=O)CO1.O
- Orbital gap: 10.4 eV


Relative energies with respect to the most stable structure, expressed in eV: i 3.729; ii 6.738; iii 0.000; iv 1.347.


i.
Here is a cluster of 2 separate species, CH5N2P in total from the Open Molecules 2025 dataset. Energies are from wB97M-V/def2-TZVPD.

Element x y z (Å)
1 C 0.6955 0.3459 -0.9289
2 N -1.7544 0.4013 1.1563
3 N -1.3688 1.2535 0.3741
4 P 0.7992 -1.2627 -0.5305
5 H 1.3300 1.2359 -0.6617
6 H -0.3291 0.6069 -1.4592
7 H -2.7820 0.4402 1.4512
8 H -1.0564 -0.0812 1.7585
9 H 2.1436 -1.2380 0.0249

## Properties
- Orbital gap: 8.5 eV


ii.
Here is an isolated molecule of CH5N2P from the Open Molecules 2025 dataset. Energies are from wB97M-V/def2-TZVPD.

Element x y z (Å)
1 C 0.2964 1.5977 -0.1998
2 N -0.0428 0.1568 -0.2687
3 P 0.4719 -0.8178 0.7749
4 N -0.3544 -2.1025 0.0641
5 H 1.0670 1.6105 0.5286
6 H 0.6391 2.0451 -1.1076
7 H -0.4939 2.1543 0.1419
8 H -0.5394 -2.9038 0.6382
9 H -1.0439 -1.7404 -0.5717

## Properties
- SMILES string: C/N=P/N
- Orbital gap: 9.7 eV


Relative energies with respect to the most stable structure, expressed in eV: i 3.873; ii 0.000.


i.
Here is an isolated molecule of CH5N2P from the Open Molecules 2025 dataset. Energies are from wB97M-V/def2-TZVPD.

Element x y z (Å)
1 H 2.6565 -0.8482 -2.3762
2 N 1.6712 -0.9128 -1.9172
3 P 1.3121 0.4074 -1.2010
4 N 0.1214 -0.2007 -0.2624
5 C -0.6158 0.4599 0.7545
6 H -0.0310 -1.2096 -0.3106
7 H -0.6910 1.4990 0.8728
8 H -1.6481 0.1468 0.5660
9 H -0.3465 0.1420 1.7743

## Properties
- SMILES string: [H]/N=P/NC
- Orbital gap: 9.8 eV


ii.
Here is an isolated molecule of CH5N2P from the Open Molecules 2025 dataset. Energies are from wB97M-V/def2-TZVPD.

Element x y z (Å)
1 H 0.3144 -0.0658 3.5099
2 N 0.1800 0.1471 2.5198
3 P 0.2383 -0.7482 1.2981
4 N -0.2071 0.5079 -0.1810
5 C -0.2396 -0.1423 -1.4538
6 H 0.4839 1.2226 -0.1112
7 H -0.0390 -1.3090 -1.6173
8 H -1.2474 0.0332 -1.9044
9 H 0.5165 0.3546 -2.0601

## Properties
- SMILES string: [H]/N=P/NC
- Orbital gap: 8.8 eV


Relative energies with respect to the most stable structure, expressed in eV: i 0.000; ii 0.896.